Record 1
# C41H48CsIN5O7P2

C41H48CsIN5O7P2 as an isolated structure (ωB97M-V with the def2-TZVPD basis set, the OMol25 dataset).

```
105
Properties=species:S:1:pos:R:3:forces:R:3
Cs 0.0456 0.0699 -0.6943 0.141 -0.157 0.027
O -3.6430 5.9484 0.7032 -0.003 0.002 -0.038
C -3.0421 4.9182 0.4709 -0.016 -0.008 0.073
C -1.7522 4.4733 1.1128 -0.002 0.048 0.010
O -1.0978 5.0922 1.9417 -0.015 -0.013 -0.013
C -1.4371 3.1627 0.5367 0.036 -0.253 -0.227
C -2.4208 2.8078 -0.4504 0.155 -0.062 0.100
O -2.3614 1.7421 -1.1362 -0.251 0.034 -0.126
C -3.4461 3.8513 -0.5126 0.021 -0.002 -0.013
O -4.4347 3.8782 -1.2420 -0.017 -0.004 -0.014
O -0.4478 2.4289 0.8144 0.048 0.272 0.181
I 3.2111 -2.5749 -0.6245 -0.073 0.075 0.001
C 4.5200 -3.2972 0.8659 0.008 -0.028 -0.019
C 5.1766 -4.4185 0.4244 0.015 -0.018 -0.001
C 6.1648 -5.0664 1.1845 -0.015 0.010 -0.011
C 6.5038 -4.5509 2.3932 -0.010 0.005 0.000
C 5.8501 -3.3998 2.8948 0.030 -0.002 0.032
C 6.2733 -2.9156 4.1557 0.021 -0.029 -0.026
C 5.6952 -1.8215 4.7146 -0.040 0.027 -0.024
C 4.6387 -1.2000 4.0308 0.004 -0.019 0.028
C 4.1714 -1.6246 2.8095 0.065 0.048 0.020
P 2.6747 -0.7007 2.2130 -0.139 -0.148 -0.138
C 1.6768 -0.7347 3.7572 -0.023 0.056 0.046
C 0.8883 -1.8685 3.9548 0.022 -0.008 -0.018
C 0.1023 -1.9988 5.0894 0.010 0.001 0.011
C 0.0692 -0.9796 6.0318 0.007 -0.002 0.003
C 0.8258 0.1661 5.8308 -0.003 -0.010 0.002
C 1.6256 0.2870 4.7026 -0.011 0.003 -0.003
C 3.2661 1.0236 2.1622 0.045 0.039 0.055
C 2.2711 1.9915 2.0106 -0.014 0.002 -0.028
C 2.5900 3.3347 1.8973 0.012 0.000 0.021
C 3.9239 3.7248 1.9170 -0.015 0.022 -0.003
C 4.9230 2.7705 2.0483 0.000 -0.036 0.005
C 4.6001 1.4241 2.1755 0.003 0.010 -0.048
C 4.8061 -2.7452 2.1632 -0.043 0.019 0.009
H 4.9377 -4.8115 -0.5542 -0.003 0.008 -0.002
H 6.6504 -5.9486 0.7882 0.013 -0.003 0.017
H 7.2781 -5.0028 3.0014 0.002 -0.011 -0.008
H 7.0750 -3.4452 4.6571 -0.004 0.009 0.014
H 6.0175 -1.4390 5.6743 0.011 -0.009 0.002
H 4.1597 -0.3513 4.5026 0.008 -0.010 -0.005
H 0.8888 -2.6528 3.2049 -0.003 -0.003 0.006
H -0.4984 -2.8891 5.2301 0.005 -0.002 0.000
H -0.5585 -1.0697 6.9095 -0.001 -0.001 -0.001
H 0.7868 0.9759 6.5485 0.000 0.000 -0.001
H 2.1996 1.1928 4.5485 -0.004 -0.004 0.011
H 1.2213 1.7262 1.9725 -0.033 -0.008 -0.002
H 1.7809 4.0486 1.7915 0.010 0.003 -0.010
H 4.1849 4.7719 1.8238 -0.003 -0.001 -0.002
H 5.9642 3.0704 2.0531 -0.003 0.007 0.001
H 5.3916 0.6922 2.2788 -0.012 0.006 -0.004
O -0.1948 -2.8060 -4.8110 0.488 0.073 0.186
C 0.5373 -2.4100 -3.8712 -0.014 0.130 -0.376
N 1.2046 -2.0311 -2.9961 0.045 -0.141 0.179
C -3.3473 -1.6745 3.3365 0.040 -0.034 0.062
P -2.5299 -0.5467 2.1268 0.023 -0.039 0.018
C -4.0329 0.1415 1.3329 -0.021 0.023 -0.127
C -2.0700 0.8095 3.2674 0.017 -0.004 0.028
H -4.1156 -1.1564 3.9171 0.004 0.015 -0.006
H -2.5958 -2.0683 4.0234 -0.024 -0.001 -0.001
H -3.8080 -2.5185 2.8197 0.005 0.004 -0.020
H -4.7047 0.6145 2.0532 0.023 0.006 0.023
H -4.5766 -0.6672 0.8347 0.002 -0.008 0.019
H -3.7462 0.8620 0.5647 -0.014 -0.001 0.036
H -2.9299 1.1683 3.8396 -0.008 -0.010 -0.006
H -1.6322 1.6349 2.7056 0.003 0.000 -0.025
H -1.3108 0.4372 3.9597 -0.007 0.013 -0.007
N -2.6239 -2.8218 -4.3504 -0.074 0.102 0.051
C -2.7847 -3.8376 -3.2823 -0.039 -0.037 0.046
C -2.0404 -3.3643 -2.0362 -0.013 -0.027 0.048
N -2.3861 -2.0190 -1.6273 0.028 0.134 0.072
C -2.4261 -1.0422 -2.7074 0.143 -0.004 -0.010
C -3.1981 -1.5162 -3.9235 -0.166 -0.005 0.081
H -3.0822 -3.1418 -5.1977 0.059 0.013 -0.037
H -1.4441 -2.7259 -4.5674 -0.407 -0.132 -0.064
H -2.3750 -4.7810 -3.6443 0.003 -0.003 -0.001
H -3.8518 -3.9646 -3.0742 0.020 0.009 -0.017
H -0.9647 -3.4100 -2.2260 -0.002 0.008 0.004
H -2.2493 -4.0528 -1.2168 0.020 -0.004 0.005
H -3.2066 -1.9756 -1.0394 -0.033 -0.010 -0.045
H -1.4069 -0.8353 -3.0566 -0.006 -0.031 0.066
H -2.8147 -0.0993 -2.3203 -0.068 0.059 -0.052
H -3.0954 -0.7978 -4.7326 0.005 -0.039 0.003
H -4.2597 -1.6648 -3.6994 0.016 0.024 0.007
C 0.3024 2.9274 -2.9267 0.052 0.056 -0.015
N -0.8910 2.7060 -3.7148 0.035 0.004 -0.059
C -1.8934 3.7602 -3.6582 -0.021 -0.026 0.019
C -3.2427 3.2309 -4.0844 -0.020 0.028 0.007
C -3.0839 2.5165 -5.4069 0.014 0.014 0.003
N -2.1201 1.4377 -5.2668 -0.019 0.003 -0.040
C -1.9632 0.5961 -6.4337 0.049 -0.006 -0.018
C -0.9870 1.5860 -4.4690 0.012 0.000 0.031
O -0.1239 0.7061 -4.4622 -0.015 -0.013 -0.011
H 0.8249 3.8188 -3.2898 -0.021 0.027 0.068
H 0.9697 2.0781 -3.0442 -0.023 -0.002 0.024
H 0.0417 3.0759 -1.8750 -0.001 -0.020 -0.004
H -1.5779 4.6002 -4.2930 -0.010 -0.003 0.005
H -1.9417 4.1209 -2.6303 0.006 0.002 -0.020
H -3.9557 4.0509 -4.1630 0.006 0.000 -0.002
H -3.6117 2.5552 -3.3114 0.005 -0.006 -0.008
H -2.7660 3.2201 -6.1935 -0.004 -0.009 0.000
H -4.0311 2.0778 -5.7327 -0.008 -0.008 -0.003
H -2.9405 0.2112 -6.7382 -0.010 0.014 -0.003
H -1.2956 -0.2304 -6.2011 0.007 0.006 0.000
H -1.5410 1.1490 -7.2837 -0.015 -0.002 0.000
```
Forces are in eV/Å.

Its lowest unoccupied orbital energy is 1.5 eV. The relative energy (zero: lowest compared OMol25 entry of this formula, charge and spin) is 21.8 kcal per mole. The charge is -1. For the HOMO energy, the calculation gives -3.44 eV.

Mulliken population analysis, charges in e, atoms 1 to 6: Cs 1.341; O -0.691; C 0.273; C 0.269; O -0.758; C -0.397

Record 2
# C41H48CsIN5O7P2

C41H48CsIN5O7P2 as an isolated structure (ωB97M-V with the def2-TZVPD basis set, the OMol25 dataset).

```
105
Properties=species:S:1:pos:R:3:forces:R:3
Cs 1.2616 -1.0073 0.0190 -0.080 -0.147 0.017
O 1.4006 3.5795 5.4099 0.011 0.038 0.049
C 1.3950 2.8063 4.4872 0.032 -0.081 -0.114
C 0.2119 2.0778 3.9038 0.067 0.134 0.097
O -0.9693 2.1691 4.2530 -0.026 -0.071 -0.013
C 0.7154 1.2684 2.8520 -0.368 -0.162 -0.190
C 2.1058 1.4077 2.6019 0.220 0.138 0.121
O 2.8280 0.8971 1.7292 -0.327 0.031 -0.009
C 2.6053 2.3793 3.6516 -0.186 -0.018 -0.004
O 3.7352 2.7651 3.7992 0.082 -0.001 0.005
O -0.1117 0.4962 2.1234 0.462 0.319 -0.094
I 3.2791 1.8410 -1.4626 0.082 0.085 0.215
C 3.3616 2.0395 -3.5472 -0.142 0.005 -0.143
C 4.6499 1.9990 -4.0146 -0.012 0.023 -0.071
C 4.9515 2.2090 -5.3708 0.059 -0.022 0.074
C 3.9414 2.4901 -6.2318 -0.044 0.014 -0.008
C 2.5987 2.5338 -5.7854 0.050 0.060 -0.306
C 1.6064 2.8540 -6.7490 0.075 -0.025 0.053
C 0.2994 2.8973 -6.4014 -0.103 -0.013 0.054
C -0.0712 2.5786 -5.0790 -0.007 0.026 -0.115
C 0.8349 2.2608 -4.1002 0.265 -0.048 0.082
P 0.1452 1.6903 -2.4665 -0.057 -0.020 -0.048
C -0.0573 3.2773 -1.5680 0.028 -0.024 0.209
C -0.0858 3.1917 -0.1726 0.060 -0.055 -0.129
C -0.2947 4.3151 0.6114 0.014 -0.004 -0.024
C -0.4548 5.5534 0.0038 -0.012 0.045 0.041
C -0.3990 5.6588 -1.3783 0.008 -0.014 -0.008
C -0.2016 4.5274 -2.1599 -0.004 0.037 -0.050
C -1.5882 1.3140 -2.9350 -0.016 0.086 0.041
C -2.6386 2.2305 -2.9112 -0.042 -0.011 0.014
C -3.9109 1.8525 -3.3155 0.021 -0.017 0.017
C -4.1468 0.5520 -3.7400 0.007 0.017 0.012
C -3.1118 -0.3714 -3.7393 -0.051 -0.040 -0.039
C -1.8393 0.0021 -3.3344 0.020 -0.055 0.047
C 2.2494 2.2697 -4.4322 -0.105 -0.047 0.309
H 5.4582 1.8203 -3.3194 -0.004 -0.003 0.011
H 5.9795 2.1648 -5.7061 0.001 0.000 0.006
H 4.1394 2.6855 -7.2787 -0.010 0.000 -0.003
H 1.9218 3.0588 -7.7651 0.029 -0.002 0.006
H -0.4640 3.1443 -7.1283 -0.010 -0.004 0.011
H -1.1262 2.5612 -4.8459 0.021 0.010 -0.018
H 0.0837 2.2322 0.3050 -0.070 -0.018 0.025
H -0.3157 4.2199 1.6904 -0.007 0.013 0.004
H -0.6076 6.4391 0.6080 0.002 -0.010 0.009
H -0.5076 6.6263 -1.8530 0.000 0.003 0.002
H -0.1594 4.6257 -3.2380 0.006 -0.024 -0.014
H -2.4621 3.2472 -2.5812 -0.007 0.000 0.006
H -4.7183 2.5749 -3.2938 -0.005 -0.001 -0.003
H -5.1409 0.2559 -4.0533 0.001 -0.004 0.001
H -3.2914 -1.3963 -4.0399 -0.004 0.002 -0.004
H -1.0425 -0.7375 -3.3080 0.040 0.023 -0.020
O -1.1149 -3.7961 -1.6186 0.044 0.133 0.003
C -0.2659 -3.0740 -2.1144 -0.192 -0.227 -0.071
N 0.5572 -2.3632 -2.5841 0.031 0.004 0.024
C 4.4469 -5.0980 1.1789 0.046 -0.054 0.036
P 3.6419 -3.4610 0.9482 0.074 0.019 -0.172
C 3.8860 -3.2873 -0.8774 0.082 -0.039 0.132
C 4.9933 -2.3622 1.5344 -0.047 0.016 -0.002
H 5.4511 -5.1157 0.7469 -0.004 -0.004 -0.004
H 3.8466 -5.8763 0.7059 -0.015 0.016 -0.014
H 4.5176 -5.3317 2.2422 -0.014 0.017 0.005
H 4.8706 -3.6727 -1.1552 -0.013 0.037 -0.095
H 3.8326 -2.2372 -1.1778 0.006 -0.068 0.020
H 3.1081 -3.8231 -1.4252 0.035 0.038 0.008
H 5.9333 -2.5564 1.0113 0.006 -0.003 0.005
H 5.1405 -2.5049 2.6058 0.001 -0.009 -0.002
H 4.7057 -1.3187 1.3872 0.000 -0.001 0.000
N -2.7595 0.0585 2.3911 -0.058 -0.022 0.036
C -2.9922 -1.1866 1.6518 -0.135 0.083 0.064
C -2.8432 -0.9456 0.1539 0.077 0.092 0.067
N -3.6768 0.1458 -0.3283 -0.073 0.006 0.012
C -3.4560 1.3548 0.4537 0.035 0.032 -0.033
C -3.6372 1.1439 1.9502 0.008 0.002 0.065
H -1.0602 0.5318 2.4320 -0.021 -0.001 -0.099
H -2.8728 -0.0880 3.3878 -0.001 -0.001 -0.008
H -4.0048 -1.5827 1.8481 0.033 0.016 -0.020
H -2.2699 -1.9278 1.9867 0.076 -0.096 0.007
H -3.0520 -1.8589 -0.4040 0.003 -0.001 -0.022
H -1.8046 -0.6747 -0.0628 0.008 0.000 -0.008
H -4.6554 -0.1189 -0.2875 0.004 -0.017 -0.018
H -4.1242 2.1428 0.0990 0.003 -0.018 -0.006
H -2.4312 1.6908 0.2619 -0.024 0.008 0.012
H -4.6949 0.9095 2.1582 0.001 0.005 -0.028
H -3.3686 2.0434 2.5078 0.005 -0.007 -0.004
C -0.2099 -4.2394 1.5586 -0.156 -0.063 -0.060
N -0.8251 -3.8403 2.8147 0.075 0.105 0.142
C -2.0565 -4.5177 3.1649 0.024 -0.003 -0.103
C -2.3941 -4.3190 4.6272 -0.021 -0.022 0.020
C -2.2941 -2.8456 4.9621 -0.051 0.004 0.006
N -0.9759 -2.3535 4.6300 0.003 0.127 -0.055
C -0.5675 -1.1141 5.2697 0.084 -0.062 0.005
C -0.3183 -2.7452 3.4826 0.073 -0.277 -0.158
O 0.6931 -2.1781 3.0886 -0.025 0.046 0.085
H -0.0324 -5.3192 1.5655 0.006 0.021 0.025
H 0.7456 -3.7353 1.4497 -0.008 -0.050 0.055
H -0.8498 -4.0142 0.6978 0.043 0.013 0.030
H -1.9274 -5.5801 2.9389 -0.018 0.005 0.026
H -2.8840 -4.1647 2.5328 0.004 0.019 0.001
H -1.6929 -4.8776 5.2506 0.014 0.008 0.005
H -3.4004 -4.6895 4.8298 0.006 0.000 0.005
H -2.4543 -2.6751 6.0288 0.005 -0.028 0.005
H -3.0843 -2.2875 4.4329 0.042 -0.001 -0.010
H -1.1688 -0.2564 4.9574 -0.049 0.032 -0.018
H 0.4677 -0.9061 5.0151 -0.009 -0.018 -0.007
H -0.6598 -1.2288 6.3517 0.013 0.020 -0.002
```
Forces are in eV/Å.

Its lowest unoccupied orbital energy is 1.9 eV. The relative energy (zero: lowest compared OMol25 entry of this formula, charge and spin) is 2.0 kcal per mole. The charge is -1. For the HOMO energy, the calculation gives -5.17 eV.

Mulliken population analysis, charges in e, atoms 1 to 6: Cs 0.652; O -0.628; C 0.044; C 0.842; O -0.816; C 0.728

Number 1: Kohn-Sham gap 4.9 eV. Number 2: Kohn-Sham gap 7.1 eV.